Record 1
# C12H18B3BeF12N6Ni

A molecular structure, C12H18B3BeF12N6Ni in a non-equilibrium geometry (the ωB97M-V functional and the def2-TZVPD basis, OMol25).

Positions of all 53 atoms, in Å:
Ni -4.99531 0.44660 24.03969
F -3.06907 0.14438 23.97671
F -2.29828 0.25787 21.79485
F -9.26801 0.24130 24.48585
F -8.02696 -0.07814 26.43388
F -7.43265 3.68271 23.18618
F -6.97519 0.03021 24.47176
F -1.33172 1.43610 23.61148
F -7.97598 1.84721 25.25177
F -3.43706 1.91250 22.98175
F -7.91111 1.68799 22.29268
F -6.01094 1.90027 23.33131
F -6.26377 2.95788 21.41408
N -1.84223 2.49570 20.31008
N -9.20411 4.95111 24.71607
N -5.39258 -0.72298 22.19646
N -4.89285 1.43569 25.88458
N -8.96024 1.58307 18.84270
N -9.69587 3.61661 21.23924
C -5.31689 -2.74811 20.60308
C -6.38419 0.97916 19.10973
C -8.05262 5.01725 19.76947
C -5.34040 -1.63004 21.51142
C -9.00899 4.23052 20.55207
C -5.26445 2.40624 26.41749
C -3.74224 4.26201 19.72088
C -10.13800 6.96092 26.06474
C -2.62964 3.28570 20.05356
C -7.82072 1.36660 18.94545
C -5.73836 3.65638 26.97075
C -9.54936 5.84874 25.33531
B -6.90621 2.56694 22.59971
B -2.43844 0.96099 23.01930
B -8.10299 0.49584 25.18315
Be -9.73036 2.52034 23.51110
H -4.96500 3.94557 27.68236
H -10.78696 6.53625 26.83064
H -5.88730 0.32252 18.39558
H -3.39682 4.74884 18.80887
H -4.37318 -3.21645 20.32348
H -6.20244 0.62340 20.12388
H -8.14651 4.71404 18.72671
H -4.72952 3.80017 19.71156
H -9.30569 7.44365 26.57691
H -10.61890 7.67255 25.39360
H -7.05563 4.80745 20.15689
H -8.21448 6.09360 19.82757
H -5.78455 -2.31546 19.71865
H -6.67629 3.58888 27.52195
H -5.80170 4.39962 26.17598
H -3.75199 5.15623 20.34407
H -5.93778 -3.55030 21.00194
H -5.96141 1.98373 19.12397

Output
Kohn-Sham gap (spin up / spin down)   6.982 / 3.513 eV
HOMO (spin up / spin down)   -16.470 / -16.469 eV
Net charge   +2
E_LUMO (spin up / spin down)   -9.4879 / -12.9559 eV
Spin multiplicity   4

Atomic partial charges in e from the Löwdin method, atoms 1 to 4: 0.887 0.093 0.185 0.183

***

Record 2
# C81H175N12O15V

A molecular structure, C81H175N12O15V in a non-equilibrium geometry (the ωB97M-V functional and the def2-TZVPD basis, OMol25).

Positions of all 284 atoms, in Å:
V -3.91831 -0.08470 -0.61344
O 3.93807 5.45730 -4.01674
O -1.91202 0.73397 0.80937
O 3.15593 6.57203 4.48882
O 2.84295 -1.62887 7.08099
O -2.71828 -0.17829 -1.63966
O -4.44582 7.03759 4.38881
O -3.00529 -1.69694 -5.60974
O 1.78471 -0.72579 -3.89801
O -3.76963 -1.84176 0.40584
O -5.22500 0.42784 1.35822
O -4.22876 1.92960 -0.65512
O -5.25181 -0.34575 -1.42813
O 0.56330 -7.04590 -0.00261
O -3.52014 -6.06731 -4.45727
O 3.56701 -1.16883 -1.80734
N 0.07688 -6.57159 1.25419
N 2.70719 -2.13873 5.76998
N -3.26603 6.10195 2.76706
N 4.13385 4.95898 -2.71425
N 4.56207 -0.13279 -1.62320
N -0.32902 -0.33745 -3.25468
N -2.28882 -0.53099 -6.06969
N -2.25345 2.82625 -0.86469
N -2.89615 -1.24582 2.37967
N 2.39233 5.54588 5.15057
N -3.83613 1.60920 2.69453
N -4.12022 -5.81747 -3.16246
C 3.13939 4.30966 5.27324
C -1.83163 -1.74570 -8.33546
C 5.35465 5.21691 -0.59647
C 2.30107 3.27439 6.01132
C -3.26312 0.52100 -6.45948
C 6.45226 -1.57867 -2.66944
C 3.69987 3.76779 3.93549
C 0.43353 7.00164 4.79734
C 5.93693 1.20325 -0.17145
C 0.75678 -1.11799 -3.37559
C 4.01472 5.17470 0.11764
C -3.59201 2.18625 4.00432
C -4.41747 -4.36720 -3.01155
C -4.98930 -4.15414 -1.55336
C 3.75400 0.22977 0.52441
C 3.83188 -1.67498 4.93537
C 0.28344 1.28060 1.55766
C -1.24790 3.85959 -1.16139
C -3.57332 -2.04871 1.64008
C 4.82322 7.31284 -1.81541
C 2.21851 -1.92288 3.03686
C 7.09426 1.19290 -1.23478
C 0.27476 4.54821 5.25977
C -0.69369 -5.29944 0.99439
C -2.71233 -1.41702 3.84937
C -1.74997 -5.90090 3.24028
C -0.49788 -7.71712 2.01019
C 4.89034 -0.25550 -4.07668
C 2.85037 4.66285 -2.08329
C 5.08909 -2.21960 5.59421
C -2.00630 -5.42401 0.16234
C -3.52048 2.85949 -1.13272
C -6.21358 -5.05999 -1.31763
C -4.23534 -3.26980 2.11757
C -1.00584 -4.72484 2.39897
C -4.51815 -8.13685 -2.86135
C 4.35791 4.56795 6.13536
C 0.96434 3.14833 5.32189
C -3.98542 0.98793 -5.18726
C -1.74965 -8.38644 1.36818
C -4.29244 3.89091 -1.88738
C 3.97795 -0.16667 4.73209
C 0.65010 -8.71979 2.16528
C -5.67117 -6.50376 -1.43146
C -2.53373 1.74969 -6.99673
C -1.46814 1.42104 -8.02248
C 1.72317 5.75608 -2.05043
C 6.43854 5.72726 -2.80183
C 5.68287 -1.30052 0.37182
C 0.31767 -2.61935 6.19680
C 1.03465 5.37662 2.95546
C 3.62640 -2.29281 3.60939
C -6.25540 1.52244 3.18439
C -5.18713 -6.81158 -2.91267
C -4.34105 -0.03861 -7.42499
C -3.11186 -3.57799 -3.07378
C -5.40671 -3.70549 -3.99973
C 5.16526 5.80990 -2.01431
C -6.44673 -6.81308 -3.89641
C 1.04583 5.63236 4.52516
C 1.31822 -1.99268 5.26045
C 2.32499 3.43150 -2.84013
C -2.85513 6.07283 1.36319
C 3.12666 4.21658 -0.69111
C -0.26556 -1.93828 -6.37594
C 0.79279 -2.45940 -2.63834
C -5.04761 1.17444 2.33470
C -0.80002 -7.12704 3.39237
C -0.13592 -0.92536 0.54981
C 5.00480 -0.08804 -0.21086
C -0.39657 0.94981 -3.84236
C 0.92012 -0.47714 5.21767
C -3.13770 8.53883 3.02678
C 0.25211 -4.37465 0.34077
C 5.58460 -0.32593 -2.66615
C -3.66668 7.19848 3.45565
C 1.19545 -2.58188 3.93292
C 6.52998 0.92977 -2.63694
C -0.50394 0.51389 0.52285
C -1.26702 -0.98224 -7.12071
C -0.50633 0.27394 -7.55759
H -6.48335 -7.25595 -1.21947
H 5.96316 1.78793 -2.99760
H 4.12931 4.63282 3.38500
H 5.85504 4.24599 -0.67098
H -0.84384 -1.41296 -0.13160
H -3.66996 -7.98740 -2.11427
H 6.51574 -1.49657 -0.27168
H 1.47420 -3.16534 -3.13323
H 0.30281 -2.24986 7.21581
H 3.69044 6.24047 0.16711
H 5.01317 5.31811 5.65084
H 2.88323 3.41399 3.30633
H 2.37817 3.55400 -3.94282
H -0.82549 2.26353 -8.18489
H 7.28426 6.33610 -2.44866
H -5.22895 -3.12547 -1.40504
H -3.97478 -0.43013 -8.36637
H 3.18938 -0.70924 0.68971
H -1.02658 0.94418 -4.67389
H -2.29465 -4.03019 -2.45187
H -3.04869 -1.58622 -4.64538
H 7.34561 0.79363 -3.32362
H -2.70923 -8.02697 1.77552
H 4.11120 0.51773 -3.98354
H -1.03590 -2.45757 -8.61695
H -1.94971 -2.14633 4.08262
H 0.06446 -6.88896 4.05200
H -6.14729 0.98268 4.09499
H 6.35309 1.36504 0.83105
H 1.91358 5.79178 2.54328
H -2.68803 -5.88317 0.92588
H -7.09924 1.15927 2.63580
H 0.24502 0.54045 -6.83826
H 0.59715 1.23631 -4.15412
H 0.93430 5.23342 -1.47451
H 3.08224 0.87033 -0.06353
H 3.60954 6.36493 -3.98007
H -4.79093 -0.88129 -6.87791
H -3.33949 -2.60064 -2.65977
H -0.14012 -1.35286 1.58692
H 3.82075 7.41224 -1.45708
H 4.47564 -1.22303 -4.42871
H -0.83506 -2.77785 -5.94308
H -5.19289 -8.90226 -2.57519
H -7.00463 -5.90193 -3.64697
H 4.00190 0.53510 1.54207
H 0.01568 2.35798 1.49880
H -4.68305 4.67112 -1.22030
H -2.74654 -2.31235 -8.12026
H 4.39867 2.91889 4.05379
H -0.64771 6.96548 4.60362
H -2.07381 -5.46495 4.19243
H -0.29496 0.91239 -0.48679
H 1.39160 -3.65665 3.89410
H 0.35645 -9.49239 2.90444
H -1.90181 6.59006 1.20707
H -2.34840 -4.40784 0.01304
H 5.76152 -2.39661 -2.55063
H 0.03844 -0.03940 -8.50651
H -3.34290 8.79121 2.02318
H 6.79468 -1.72631 -3.69476
H -5.01703 0.77762 -7.58522
H -1.90957 -6.06856 -0.70997
H -6.68310 -4.88703 -0.34459
H 4.97622 -2.16148 0.21679
H -0.18913 -2.91045 -2.46201
H 1.42623 0.11406 5.98304
H 2.03076 -0.87277 2.84850
H -2.78120 4.98624 1.03032
H 6.70718 4.68867 -2.96562
H 0.46111 -4.71207 -0.66453
H 5.48796 7.84192 -1.09586
H -2.75685 -6.19864 2.85212
H 4.04828 4.79728 1.11054
H -5.28919 -3.08570 2.23253
H -3.60712 6.62805 0.80298
H 4.93845 3.62579 6.23213
H -3.58872 4.34157 -2.60280
H -3.38679 1.44101 4.77546
H 3.74407 3.33510 -0.65907
H 5.34374 2.09682 -0.41863
H 7.19466 -1.53356 -1.87006
H -2.78204 -3.54358 -4.12774
H 0.17229 -2.39316 3.56438
H -3.24973 2.48136 -7.40596
H 2.95757 2.55892 -2.58382
H 1.38179 -6.54599 -0.05722
H -1.58507 -8.24747 0.28301
H -2.58681 -6.33808 -4.33881
H 0.47998 -2.35809 -7.04841
H -2.63303 2.69680 3.97251
H -1.36406 -7.86583 3.98378
H 1.35617 1.23000 1.42489
H -2.32293 -0.46955 4.26850
H -6.44693 -4.05271 -3.91195
H 0.79266 -9.21324 1.19571
H 3.33213 0.49016 5.35696
H 4.93721 -3.30854 5.76927
H 0.89371 -0.98112 0.10611
H -0.36750 3.31838 -0.78977
H 1.00367 2.76912 4.31134
H 1.29320 3.26766 -2.61046
H -2.04496 8.57393 3.10208
H 2.86991 2.34746 5.94970
H 7.64589 2.08310 -1.06774
H 3.77909 0.02553 3.68092
H 6.01229 -1.07465 1.40719
H 0.17286 5.89385 2.49251
H 5.84861 -2.08893 4.85206
H 1.95207 6.64938 -1.50700
H -3.00508 1.29593 2.13830
H -6.13405 -6.80097 -4.93640
H -2.08098 -1.00211 -9.12551
H -5.05382 -4.04459 -5.01227
H 0.50789 -3.73147 6.27116
H 2.16171 3.89040 -0.23514
H 0.25874 -1.38062 -5.60970
H -7.03182 -7.69449 -3.65394
H -1.41173 4.78335 -0.55881
H -4.18239 -8.34647 -3.84329
H 0.86791 7.82539 4.24021
H 0.89221 4.28920 2.80625
H -4.88750 -6.64184 -0.68143
H 0.64652 7.08640 5.82175
H -3.60129 9.34127 3.58614
H 6.06088 5.87344 -0.03627
H -3.63606 -1.52684 4.39865
H -1.56366 -3.82213 2.20754
H -0.13469 -0.41534 5.31781
H -0.10802 -3.36727 0.38211
H 1.41898 5.99151 -3.07484
H -3.17366 1.08232 -4.45161
H -6.26283 2.58954 3.26171
H -5.09266 3.37787 -2.42676
H -4.71658 0.22093 -4.87855
H -0.69741 4.59168 4.77002
H 2.23025 3.49717 7.04612
H 1.21804 -2.06874 -1.67646
H -0.76298 1.69589 -3.12281
H -3.93452 -3.76733 3.01514
H 1.17921 -4.42764 0.94351
H 4.09830 4.92390 7.13753
H 5.61768 0.01465 -4.83436
H 2.73925 -2.38185 7.66612
H -4.12956 -4.05816 1.37032
H -1.96699 2.27405 -6.23283
H 1.49607 -8.11527 2.36400
H -1.59710 -9.44504 1.65126
H -1.20992 4.13710 -2.22920
H 3.47072 7.11928 5.24669
H -4.42188 1.95732 -5.41491
H -0.68540 -2.54188 5.75347
H -0.07275 -4.48606 2.89838
H 7.69940 0.33495 -0.96545
H 5.24214 -1.72837 6.55817
H 1.12077 -0.05810 4.25525
H -2.43276 -0.49454 1.77377
H 4.90753 7.79550 -2.77285
H -3.73691 5.26845 3.06021
H -2.12337 1.95133 -0.32536
H -0.02712 4.85082 6.24712
H -6.99457 -4.94782 -2.11908
H 3.05253 -0.84698 -2.59194
H 3.66428 -3.38531 3.57592
H -5.39330 -2.62738 -3.88000
H -1.89168 1.16727 -8.99330
H 6.15950 6.10144 -3.79414
H -4.33455 2.90939 4.31892
H -1.13993 -0.65763 -2.74128
H 4.44769 -1.94753 2.94347
H -4.19319 -4.38014 -0.73608
H -0.02736 0.94155 2.55821
H 5.02446 0.06374 4.90442
H 0.30486 2.44349 5.82748
H 2.21939 -2.34361 2.02513

Output
Kohn-Sham gap   8.206 eV
HOMO   -8.051 eV
E_LUMO   0.1546 eV
Spin multiplicity   1

Atomic partial charges in e from the Löwdin method, atoms 1 to 4: 0.903 -0.029 -0.370 -0.046

***

The evaluated E_tot for the records listed, in turn: -3592.3981, -5920.7190 a.u..